A structure of composition C59H60IN11Na. Source: the Open Molecules 2025 dataset; level of theory: the ωB97M-V functional and the def2-TZVPD basis.

The value obtained for the LUMO energy is 1.43 eV. Its net charge is -1. The calculation puts the frontier orbital gap at 4.83 eV. The value obtained for the molar mass is 1073.10 g mol⁻¹. For the strongest force on any atom, the calculation gives 0.8 eV/Å. For the energy above the lowest of the compared OMol25 structures with the same formula, charge and spin, the calculation gives 0.518 eV.

Structure (XYZ):
```
132
Properties=species:S:1:pos:R:3:forces:R:3:lowdin_charge:R:1
H -4.387413 -5.783851 6.327139 0.0 0.0 0.0 0.10
C 0.224172 -3.900693 -4.154962 0.1 0.1 -0.1 -0.20
H 2.361951 -3.838906 -4.556360 0.0 0.0 0.0 0.06
C -1.765031 5.527706 -1.554754 0.2 0.0 -0.1 -0.21
C 4.552929 3.309180 2.765114 -0.1 -0.1 0.1 -0.20
H 5.002256 0.952578 1.348917 0.0 0.0 0.0 0.10
H -3.304802 1.815938 -1.920218 -0.2 0.0 0.1 0.09
N -1.800037 -1.637080 0.928929 0.0 0.0 0.1 0.22
C -4.617822 -1.636192 -1.345274 0.0 0.1 0.0 -0.09
C -3.713653 0.826581 -1.741626 0.0 0.1 0.1 -0.10
H -4.972080 -2.685151 1.149801 0.0 0.0 0.0 0.11
C 0.354191 3.850938 0.037165 0.0 0.0 0.0 0.04
C -3.404962 -3.357601 2.473231 0.0 0.1 -0.1 -0.14
N 1.972379 2.057139 0.368094 0.3 0.5 0.3 0.10
H -0.680625 -4.175282 -4.703867 0.0 0.0 0.0 0.10
H 5.298858 2.706494 4.726305 0.0 0.0 0.0 0.06
C -1.317373 1.680164 2.220989 0.0 0.1 0.1 -0.12
H 0.646738 -4.214707 1.908398 0.0 0.0 0.0 0.12
H 6.016714 -2.817246 2.053168 0.0 0.0 0.0 0.07
H 4.487377 -4.712240 0.764462 0.0 0.0 0.0 0.06
H 0.238303 6.366211 -1.513322 0.0 0.0 0.0 0.07
H -1.552410 -3.749126 3.515179 0.0 0.1 0.0 0.11
N -3.174191 0.141338 -0.745187 0.1 0.0 0.1 0.18
C 4.030062 0.849137 0.872416 0.0 -0.1 0.0 0.04
H 0.065243 4.836260 0.393327 0.0 0.0 0.0 0.10
H -1.973424 5.612711 -0.484800 0.0 0.0 0.0 0.09
H 4.421830 -3.908614 -2.192618 0.0 0.0 0.0 0.10
C -3.201598 2.938782 2.242427 0.0 0.0 0.0 -0.79
C 1.452873 3.264456 0.684863 0.1 0.0 0.0 -0.24
C 6.222345 -1.380533 0.436101 -0.1 0.0 0.1 -0.20
H -3.133532 -2.669725 -4.249455 0.0 0.0 0.0 0.07
C 4.154800 -2.392567 -0.714631 0.0 0.0 0.1 -0.14
C 4.447700 2.505723 4.069550 0.1 0.1 -0.1 -0.09
H 6.815778 -2.016976 -0.224752 0.0 0.0 0.0 0.10
H 5.470471 3.018278 2.245554 0.0 0.0 0.0 0.10
C -2.570615 3.672272 -4.054741 0.2 0.0 -0.1 -0.20
C 3.811005 -0.339811 0.167715 0.0 0.0 0.1 -0.25
C -1.312295 4.132084 -1.861942 -0.1 0.0 0.1 -0.14
C 1.908527 -2.491334 -1.891406 0.0 0.0 0.0 0.05
C -3.202935 3.080080 3.623496 0.1 -0.1 0.1 -0.15
N -0.171356 2.143937 -1.621071 -0.3 0.5 -0.3 0.11
N 0.589560 -0.934906 2.608311 -0.2 -0.1 -0.1 0.16
C -1.297424 -2.322334 1.949812 -0.1 0.0 0.1 -0.20
N 2.644931 -0.669392 -0.438708 0.5 -0.4 0.1 0.10
C 3.148632 1.933254 1.018873 -0.1 0.0 0.1 -0.25
H -1.552434 -0.663770 -5.942674 0.0 0.0 -0.1 0.10
H 0.283606 -4.568039 -3.291794 0.0 0.0 0.0 0.11
C -1.618045 -1.586176 -5.360251 -0.1 -0.1 0.2 -0.20
H -2.707032 5.725893 -2.069980 0.0 0.0 0.0 0.09
Na 0.850507 0.532757 -0.647972 -0.3 -0.3 0.5 0.24
C -0.682244 -1.500057 -4.190316 0.1 0.1 -0.1 -0.14
C -1.218577 1.744952 3.602994 0.1 0.0 0.1 -0.07
H 2.958672 5.701126 2.663200 0.0 0.0 0.0 0.10
H -7.265651 -5.793320 3.410246 0.0 0.0 0.0 0.10
C -4.263237 -4.226448 3.319167 -0.1 -0.1 0.1 -0.15
H 1.356349 -3.523476 -5.966959 0.0 0.0 0.0 0.07
H -0.597741 6.590419 -3.046465 0.0 0.0 0.0 0.07
H -3.445113 -0.943303 -4.382425 0.0 -0.1 0.0 0.04
C 1.000550 -3.240639 2.232521 0.1 0.0 0.1 -0.08
H 1.603463 5.937113 1.572597 0.0 0.0 0.0 0.10
H -2.447946 4.260487 -6.153136 0.0 0.0 0.0 0.06
C -1.839316 3.747450 -5.404708 0.0 0.0 0.0 -0.09
N 0.462667 -0.598652 -2.403066 -0.1 -0.4 -0.6 0.09
H 6.602936 -0.362887 0.317374 0.1 0.0 0.0 0.10
H 7.525583 -1.890476 2.105653 0.0 0.0 0.0 0.06
C -1.662017 3.336770 -2.910966 0.1 0.0 -0.1 -0.16
H -5.900678 -4.401775 1.920152 0.0 0.0 0.0 0.10
C 6.456701 -1.831910 1.883355 0.0 0.0 -0.1 -0.10
H -1.301206 -2.401695 -6.015190 0.0 0.0 0.0 0.10
N -5.897671 -5.859311 4.939969 0.0 0.0 0.0 0.05
H 1.502623 4.545153 4.297792 0.0 0.0 0.0 0.06
C 2.306992 3.929883 1.668081 0.0 0.0 -0.1 -0.14
C 0.103511 -2.484132 -3.681968 -0.1 -0.1 0.1 -0.14
H -0.567965 1.122153 1.666900 -0.3 0.2 -0.1 0.09
H 2.240698 0.149203 3.177044 0.0 0.0 -0.1 0.10
C 4.703582 -3.716405 -1.153981 -0.1 0.0 0.1 -0.20
H -0.896357 4.285805 -5.296185 0.0 0.0 0.0 0.08
C 0.838942 -1.884964 -2.562726 0.1 0.1 -0.2 -0.23
C 0.146794 -2.147010 2.269431 0.1 0.0 -0.1 -0.21
C 4.787871 -1.416199 -0.004813 0.0 0.0 0.0 -0.14
C -3.920027 -2.646893 1.394905 -0.1 0.0 0.0 0.04
H -1.043248 7.586907 -1.647156 0.0 0.0 0.0 0.06
C -1.064637 0.930636 -3.531509 0.1 0.0 0.0 0.04
C 1.440817 -4.129989 -5.062741 -0.1 0.0 0.0 -0.09
H -0.403080 1.243367 4.109268 0.0 0.0 -0.1 0.09
C 3.376063 3.104919 1.862639 0.0 0.0 -0.1 -0.14
H 3.531179 2.764613 4.604189 0.0 0.0 0.0 0.07
H -5.228833 0.876081 -3.288850 0.1 0.0 0.0 0.11
I -4.764915 3.855118 1.144806 0.1 0.0 0.0 0.78
N -5.183382 -0.943524 -2.328517 -0.1 0.0 0.0 0.08
H -3.376613 2.932700 -4.126078 0.0 0.0 0.0 0.10
N 2.277233 -3.152594 2.597083 0.0 0.0 0.0 0.10
C -0.730762 6.587415 -1.962023 -0.1 -0.1 0.0 -0.09
C -2.172387 2.457205 4.311102 -0.1 0.1 0.0 -0.08
N -2.309206 2.278291 1.550790 0.1 0.0 0.0 0.05
C -3.858923 -4.647726 4.583953 0.1 0.1 0.0 -0.01
C 1.053276 5.130239 3.491626 0.0 0.0 0.0 -0.09
C 2.026324 5.251996 2.311787 -0.1 -0.1 0.1 -0.20
H 3.123644 -4.947800 -0.313516 0.0 0.0 0.0 0.06
C -3.088892 -1.823001 0.643441 0.1 0.1 0.0 -0.19
H -1.748217 1.009126 -4.371881 0.0 0.0 0.0 0.09
C 1.871900 -0.838693 2.922681 0.0 0.1 0.1 -0.10
H -4.942225 -2.664848 -1.224255 0.0 0.0 0.0 0.11
C -3.640773 -1.081584 -0.521663 0.0 0.1 -0.2 -0.20
H -3.731509 -1.995595 -5.777524 0.0 0.0 0.0 0.07
H 5.795891 -3.685235 -1.120597 0.0 0.0 -0.1 0.10
C -6.285248 -5.457070 3.731269 0.0 0.0 0.1 -0.15
C 4.212952 -4.877247 -0.277976 0.0 0.1 -0.1 -0.10
C -0.438716 -0.311381 -3.364832 -0.2 0.0 0.1 -0.23
H -1.602883 2.753104 -5.783778 0.0 0.0 0.0 0.06
H 0.137939 4.623013 3.181282 0.0 0.0 0.0 0.06
H 1.520561 -5.180121 -5.356276 0.0 0.0 0.0 0.06
H -3.969407 3.644490 4.134251 0.0 0.0 0.0 0.08
C 2.705968 -1.949107 2.948437 0.0 -0.1 -0.1 -0.11
C -0.348966 3.363849 -1.071314 0.1 0.1 0.0 -0.23
H 0.788894 6.114223 3.888446 0.0 0.0 0.0 0.06
C -3.071552 -1.813196 -4.924221 0.1 0.1 -0.1 -0.09
C 2.815504 -1.882339 -1.006953 0.0 0.1 0.0 -0.24
H -2.905274 -4.343543 4.994089 0.0 0.0 0.0 0.10
C -4.694749 -5.451402 5.340905 -0.1 0.0 0.0 -0.15
H 2.142084 -3.509700 -2.189036 0.0 0.0 0.0 0.09
C -2.049481 -3.198087 2.727846 0.1 -0.1 0.0 0.04
H 4.649745 4.369856 3.010667 0.0 0.0 0.0 0.10
C -0.931776 2.076483 -2.729691 -0.1 0.0 0.1 -0.25
H 4.638133 -5.828401 -0.610274 0.0 0.0 0.0 0.06
H -3.046100 4.635180 -3.862068 -0.1 0.0 0.0 0.10
H -2.120972 2.534239 5.391014 0.0 0.0 0.0 0.10
H 3.740441 -1.864479 3.253080 0.1 0.1 0.0 0.10
H 6.008577 -1.126816 2.587253 0.0 0.0 0.0 0.05
C -5.518383 -4.659595 2.898324 0.0 0.0 -0.1 -0.01
C -4.743848 0.297178 -2.510496 -0.1 -0.1 0.1 -0.13
H 4.423038 1.434264 3.857611 0.0 0.0 0.0 0.05
```
Positions in Å, forces in eV/Å.